one | Computed, not measured: 2 unconnected molecules or ions with the total composition C6H15O2, with the ωB97M-V functional and the def2-TZVPD basis.

Each line ends with the Mulliken charge.
Atoms and positions in Å:
C 0.8733 -0.1170 -1.3501  -0.5461
O 1.3962 1.0402 -1.5533  -0.8323
C -0.6337 -0.1475 -0.9265  -0.8618
C -0.7910 0.4630 0.5474  -0.5765
C 0.2259 -0.2243 1.5553  -0.6509
C -0.0553 -0.1755 3.0186  -0.5112
C -0.1453 -1.6388 3.7266  -1.2875
H 1.5002 -0.5479 -0.3762  0.1582
H 1.2795 -0.8244 -2.1651  0.2867
H -1.1543 -1.1329 -1.1168  0.3040
H -1.2721 0.2800 -1.6022  0.5840
H -0.5553 1.5646 0.3129  0.2368
H -1.8182 0.2999 0.9004  0.3596
H 0.2661 -1.3179 1.2503  0.3640
H 1.3288 0.1275 1.4000  0.2467
H -0.9833 0.3212 3.2674  0.2985
H 0.6539 0.3516 3.6846  0.3622
H 0.8425 -2.1519 3.5986  0.2933
H -0.0427 -1.4802 4.7547  0.4629
H -1.0065 -2.1982 3.3615  0.3220
H -0.4375 0.1175 -4.1785  0.3315
H -0.1617 1.4946 -4.0353  0.3426
O -0.8065 0.9770 -4.5072  -0.6867

Net charge: -1
Molar mass: 119.18 g/mol
Gap between HOMO and LUMO: 0.20974 Eh
HOMO level: -2.18 eV


two | Computed, not measured: 2 unconnected molecules or ions with the total composition C6H15O2, with the ωB97M-V functional and the def2-TZVPD basis.

Each line ends with the Mulliken charge.
Atoms and positions in Å:
C -1.8101 -1.5224 1.8824  -0.5004
O -0.6222 -1.6855 2.3422  -0.8375
C -1.8464 -0.0276 1.0637  -0.8734
C -0.8006 0.0846 -0.0705  -0.6981
C 0.6563 -0.1502 0.3646  0.9452
C 1.5947 -0.4788 -0.8689  -1.3750
C 1.2281 1.1153 1.1061  -1.7275
H -2.5557 -1.2860 2.6772  0.2756
H -2.2963 -2.2973 1.1728  0.1797
H -2.8777 0.0492 0.6980  0.4016
H -1.6407 0.7547 1.7862  0.3157
H -0.7713 1.1462 -0.4598  0.2072
H -1.0025 -0.5704 -0.9881  0.2815
H 0.6207 -1.0688 1.0586  0.2637
H 1.4895 0.2151 -1.7213  0.0471
H 1.2435 -1.4108 -1.2321  0.4185
H 2.6382 -0.5440 -0.5668  0.4413
H 0.6714 1.3558 2.0368  0.3330
H 1.1572 1.8819 0.4910  0.5057
H 2.2683 0.9470 1.3376  0.4177
H 1.7370 1.2325 -3.9437  0.3287
H 0.1149 1.3190 -3.7956  0.3314
O 0.8038 0.9405 -4.3706  -0.6817

Net charge: -1
Molar mass: 119.18 g/mol
Gap between HOMO and LUMO: 0.19657 Eh
HOMO level: -2.19 eV


Stability summary: most stable two, least stable one.


one | Computed, not measured: C2H2O2S2 in the gas phase, with the ωB97M-V functional and the def2-TZVPD basis.

Each line ends with the Mulliken charge.
Atoms and positions in Å:
O -1.6429 0.5189 0.1131  -0.3597
C -0.6573 -0.2838 -0.1966  0.2349
S -0.7306 -1.7378 -0.9605  -0.2387
C 0.5704 0.2612 0.4582  0.2682
O 1.2393 -0.6786 1.0500  -0.3603
S 0.9870 1.8344 0.2138  -0.2379
H -2.4367 0.1596 -0.2844  0.3421
H 2.0852 -0.2923 1.3559  0.3514

Net charge: 0
SMILES string: OC(=S)C(O)=S
Molar mass: 122.17 g/mol
Gap between HOMO and LUMO: 0.29920 Eh
HOMO level: -9.09 eV


two | Computed, not measured: C2H2O2S2 in the gas phase, with the ωB97M-V functional and the def2-TZVPD basis.

Each line ends with the Mulliken charge.
Atoms and positions in Å:
C 0.6978 1.1137 -0.2734  -0.6087
C 1.4625 0.1997 0.1867  0.7976
O -2.0295 0.6123 0.3620  -0.4285
O 2.2208 -0.6119 0.5697  -0.3895
S -0.3438 -1.7692 0.0158  -0.2561
S -0.9911 0.2624 -0.5645  0.3765
H 0.6910 2.2482 -0.1019  0.3171
H -1.7075 -2.0553 -0.1945  0.1917

Net charge: 0
Molar mass: 122.17 g/mol
Gap between HOMO and LUMO: 0.34443 Eh
HOMO level: -9.72 eV


Stability summary: most stable one, least stable two.


one | Computed, not measured: C2H2O2S2 in the gas phase, with the ωB97M-V functional and the def2-TZVPD basis.

Each line ends with the Mulliken charge.
Atoms and positions in Å:
C 0.6920 -0.7535 -0.0176  -0.2441
C -0.6659 -0.7475 -0.0311  -0.2538
O 3.2518 -0.4054 -0.0807  -0.3791
O -3.2839 -0.3890 0.0740  -0.3883
S 2.4758 -1.5982 0.0677  0.3634
S -2.4759 -1.6042 -0.0572  0.3646
H 1.0196 0.1997 0.1672  0.2600
H -0.9704 0.1970 0.1980  0.2773

Net charge: 0
Molar mass: 122.17 g/mol
Gap between HOMO and LUMO (spin up / spin down): 0.28012 / 0.28759 Eh
HOMO level (spin up / spin down): -9.19 / -9.31 eV


two | Computed, not measured: C2H2O2S2 in the gas phase, with the ωB97M-V functional and the def2-TZVPD basis.

Each line ends with the Mulliken charge.
Atoms and positions in Å:
O 0.8400 0.3095 1.6515  -0.5866
C -0.0811 -0.0208 0.8692  0.6372
O -1.2323 -0.3796 1.3375  -0.4122
C -0.0621 0.1263 -0.6412  0.0597
S -0.9592 -0.9277 -1.6254  -0.1618
S 1.3323 1.0581 -1.3524  -0.1376
H -0.9143 -0.4084 2.3567  0.4008
H 1.0769 0.2427 -2.5960  0.2005

Net charge: 0
SMILES string: O=C(O)C(=S)S
Molar mass: 122.17 g/mol
Gap between HOMO and LUMO: 0.28077 Eh
HOMO level: -9.37 eV


Stability summary: most stable two, least stable one.


one | Computed, not measured: C2H2O2S2 in the gas phase, with the ωB97M-V functional and the def2-TZVPD basis.

Each line ends with the Mulliken charge.
Atoms and positions in Å:
O 0.3220 -1.7115 -0.0031  -0.5209
C 0.5676 -0.5330 -0.0007  0.5199
S 2.2071 0.1029 -0.0054  -0.1774
C -0.5743 0.5333 -0.0014  0.5255
O -0.3202 1.7152 -0.0051  -0.5270
S -2.2050 -0.1076 -0.0040  -0.1737
H 1.8166 1.3853 0.0216  0.1775
H -1.8137 -1.3846 -0.0019  0.1761

Net charge: 0
SMILES string: O=C(S)C(=O)S
Molar mass: 122.17 g/mol
Gap between HOMO and LUMO: 0.35047 Eh
HOMO level: -10.26 eV


two | Computed, not measured: C2H2O2S2 in the gas phase, with the ωB97M-V functional and the def2-TZVPD basis.

Each line ends with the Mulliken charge.
Atoms and positions in Å:
C -0.1424 -0.1855 -0.6401  -0.1997
C -0.1729 0.1780 0.8162  0.2872
O 0.0635 -0.1261 -3.1213  -0.4765
O 0.9461 -0.2550 1.4881  -0.4051
S -1.3821 0.9171 1.7680  -0.2541
S -0.0691 0.7698 -1.9763  0.4092
H -0.0647 -1.3089 -0.8590  0.2918
H 0.8215 0.0105 2.5244  0.3473

Net charge: 0
Molar mass: 122.17 g/mol
Gap between HOMO and LUMO: 0.29466 Eh
HOMO level: -9.34 eV


Stability summary: most stable one, least stable two.